(1)
110
Properties=species:S:1:pos:R:3:mulliken_charge:R:1 method="wB97M-V/def2-TZVPD" orbital_gap_ev=9.170 lumo_ev=-0.072 smiles="CCSC[C@@H](CC(=O)N(C)C)OC(=O)OCCNC[C@H](C)O.O=C1OC[C@@H](F)O1.O=C1OC[C@@H](F)O1.O=C1OC[C@@H](F)O1.O=C1OC[C@@H](F)O1.O=C1OC[C@@H](F)O1.O=C1OC[C@@H](F)O1" e_homo_ev=-9.24
C -0.6868 3.2253 0.1339 -0.47
C 0.8307 2.6796 0.5520 -0.47
S 1.1050 0.8600 0.2013 0.04
C 1.8413 -0.0197 1.7294 -0.50
C 0.6519 -1.0512 2.2572 -0.04
C 0.0235 -1.9868 1.0322 -0.10
C -1.5369 -1.5331 0.6457 0.00
O -2.4743 -1.2205 1.5499 -0.62
N -1.9117 -1.5075 -0.8230 0.31
C -2.2470 -0.0876 -1.2819 -0.25
C -3.1941 -2.3467 -0.9529 -0.92
O 1.0173 -1.8187 3.4579 -0.28
C 2.1937 -2.6751 3.2421 0.57
O 3.3103 -2.3690 3.9582 -0.52
O 2.2723 -3.8608 2.3744 -0.34
C 3.2176 -3.6644 1.2544 0.21
C 2.9837 -4.7652 0.0414 -0.68
N 3.3936 -4.1717 -1.3104 -0.28
C 3.2912 -5.2561 -2.3615 -0.62
C 3.0372 -4.6542 -3.8759 0.52
C 2.8249 -5.8628 -4.9727 -1.00
O 4.1935 -3.8347 -4.3575 -0.58
H -1.4759 2.5033 0.6356 -0.04
H -0.8102 3.2553 -1.0473 0.26
H -0.8221 4.3346 0.5479 0.23
H 1.0358 2.9974 1.6636 0.32
H 1.5748 3.2728 -0.1683 0.27
H 2.8574 -0.5536 1.5024 0.26
H 2.0526 0.8656 2.4989 0.25
H -0.2472 -0.3379 2.5844 0.31
H 0.7262 -2.0029 0.0696 -0.05
H -0.0599 -3.1295 1.3601 0.40
H -2.1267 0.5991 -0.3340 -0.08
H -1.4617 0.2444 -2.0854 -0.06
H -3.3542 -0.1130 -1.6753 0.38
H -4.0887 -1.8032 -0.4159 0.36
H -2.9978 -3.4009 -0.4509 0.27
H -3.5216 -2.4413 -2.0963 0.27
H 2.9752 -2.6107 0.7901 -0.12
H 4.3148 -3.6693 1.6915 0.33
H 1.8593 -5.1571 -0.0150 0.26
H 3.6360 -5.7159 0.2756 0.36
H 2.7001 -3.4266 -1.5987 0.19
H 2.4251 -6.0264 -2.1033 0.28
H 4.2986 -5.8554 -2.3791 0.26
H 2.0914 -3.9300 -3.9069 0.12
H 2.6063 -5.4133 -6.0444 0.23
H 1.9039 -6.5435 -4.6825 0.26
H 3.7947 -6.5406 -5.0560 0.27
H 3.8465 -3.0008 -4.7928 0.31
C 2.2917 0.8205 -5.3782 -0.45
C 2.2631 -0.4519 -6.1541 0.32
O 1.7878 -1.3959 -5.2216 -0.19
C 0.9967 -0.6854 -4.3695 0.57
O 0.1955 -1.1883 -3.5995 -0.47
O 1.2050 0.6615 -4.4884 -0.30
F 3.5096 -0.8154 -6.5305 -0.30
H 3.2157 0.9456 -4.8038 0.29
H 2.1524 1.6988 -6.0143 0.28
H 1.6013 -0.4307 -7.0266 0.25
C -5.6669 4.1403 0.8493 -0.47
C -4.4109 3.4483 0.4426 0.32
O -3.3965 4.3290 0.8694 -0.11
C -3.9190 4.9750 1.9494 0.53
O -3.2570 5.6095 2.7537 -0.56
O -5.2759 4.8187 2.0261 -0.30
F -4.3373 3.3338 -0.9025 -0.32
H -6.0086 4.8692 0.1067 0.30
H -6.4808 3.4393 1.0530 0.27
H -4.2675 2.4678 0.9089 0.33
C -2.1339 9.0323 0.1875 -0.40
C -3.2914 9.1642 1.1172 0.62
O -4.4081 9.1506 0.2571 -0.30
C -4.0212 8.4029 -0.8143 0.68
O -4.7914 7.9356 -1.6367 -0.55
O -2.6643 8.2335 -0.8511 -0.31
F -3.2620 10.3542 1.7581 -0.30
H -1.8092 9.9939 -0.2240 0.29
H -1.2760 8.5445 0.6581 0.27
H -3.3775 8.3505 1.8452 0.02
C 0.6100 -9.8407 -7.6188 -0.44
C 0.7992 -9.6798 -6.1491 0.28
O 1.0440 -8.3000 -5.9974 -0.22
C 0.3760 -7.7063 -7.0260 0.62
O 0.1209 -6.5146 -7.0791 -0.51
O 0.0194 -8.6108 -7.9883 -0.32
F 1.8915 -10.3551 -5.7267 -0.28
H 1.5558 -9.9651 -8.1566 0.28
H -0.0462 -10.6801 -7.8642 0.27
H -0.0717 -9.9672 -5.5503 0.28
C 1.4132 -0.9263 6.3581 0.00
C 2.7784 -0.3548 6.5350 0.44
O 2.6693 0.3980 7.7218 -0.33
C 1.7081 -0.2319 8.4540 0.53
O 1.5239 -0.0462 9.6454 -0.54
O 0.9799 -1.1038 7.6918 -0.33
F 3.0834 0.4878 5.5228 -0.28
H 0.7309 -0.2418 5.8429 0.17
H 1.4273 -1.8782 5.8205 0.02
H 3.5682 -1.1053 6.6464 0.29
C -2.0966 6.2130 5.6231 -0.16
C -0.7313 6.7845 5.8001 0.32
O -0.8405 7.5372 6.9868 -0.30
C -1.8016 6.9074 7.7190 0.60
O -1.9859 7.0930 8.9104 -0.54
O -2.5299 6.0355 6.9568 -0.31
F -0.4263 7.6271 4.7878 -0.27
H -2.7788 6.8975 5.1079 0.19
H -2.0825 5.2611 5.0855 0.19
H 0.0584 6.0339 5.9114 0.29

(2)
104
Properties=species:S:1:pos:R:3:mulliken_charge:R:1 method="wB97M-V/def2-TZVPD" orbital_gap_ev="2.086 / 10.421" lumo_ev="1.783 / 1.757" charge=-1 s_squared=0.75 multiplicity=2 e_homo_ev="-0.30 / -8.66"
C -39.9669 1.1348 -13.9269 0.58
C -40.6113 0.3264 -15.0427 -0.18
O -41.7689 0.9693 -15.3912 -0.36
C -41.6981 2.2056 -14.9678 0.60
O -42.4254 3.1161 -15.2736 -0.60
O -40.6250 2.3132 -14.1411 -0.22
H -38.9397 1.3496 -14.2215 -0.39
H -40.1074 0.7623 -12.9122 0.15
H -40.8063 -0.7310 -14.8638 0.36
H -39.8153 0.3724 -15.7860 0.11
C -35.4871 -1.5169 -17.3838 -1.30
C -35.6010 0.0270 -17.2024 -1.44
O -36.6746 0.0502 -16.3813 0.92
C -36.9507 -1.0732 -15.7640 0.87
O -37.9014 -1.1481 -14.9153 -0.53
O -36.2095 -2.0533 -16.2784 -0.23
H -34.4522 -1.8571 -17.3474 0.63
H -35.7683 -2.0835 -18.2715 0.29
H -35.7408 0.3969 -18.2181 0.14
H -34.7796 0.3982 -16.5895 0.35
C -37.4604 4.7286 -18.5492 -0.41
C -36.6634 3.3768 -18.4774 -0.34
O -37.0961 2.8534 -17.2744 -0.05
C -37.8018 3.7813 -16.5000 0.47
O -38.1330 3.6504 -15.4061 -0.24
O -37.8180 4.9367 -17.2020 -0.41
H -38.3154 4.5560 -19.2028 0.28
H -36.7388 5.4869 -18.8535 0.23
H -35.6227 3.6939 -18.5452 0.06
H -37.0127 2.7910 -19.3276 0.45
C -36.4059 9.1269 -15.5531 -0.27
C -36.6635 7.6498 -16.0725 0.28
O -36.6529 7.6772 -17.4302 -0.11
C -36.1704 8.8580 -17.8287 0.52
O -35.9968 9.1682 -19.0065 -0.63
O -36.0403 9.7209 -16.8051 -0.35
H -35.6268 9.1088 -14.7910 0.31
H -37.2796 9.5014 -15.0198 0.28
H -37.6750 7.3994 -15.7526 -0.02
H -35.9149 6.9599 -15.6830 -0.01
C -39.3078 4.7220 -12.1308 0.92
C -39.8839 5.6994 -13.0690 0.27
O -40.0540 6.8256 -12.1992 -0.45
C -39.0343 6.7892 -11.2749 0.55
O -38.4744 7.7098 -10.7141 -0.55
O -38.6586 5.4617 -11.1860 -0.23
H -38.5016 4.2006 -12.6467 -0.55
H -40.0404 4.0528 -11.6796 0.19
H -40.8531 5.4920 -13.5226 0.17
H -39.2710 6.1191 -13.8667 -0.28
C -31.9960 -2.4165 -11.9217 -0.99
C -33.0965 -2.8977 -12.8376 -0.69
O -34.0130 -3.4413 -11.9811 -0.27
C -33.4246 -3.7868 -10.8280 0.64
O -33.7962 -4.5401 -9.9497 -0.59
O -32.2297 -3.2606 -10.8119 -0.06
H -31.8410 -1.3400 -11.8496 0.56
H -31.0810 -2.8182 -12.3571 0.25
H -32.7996 -3.6450 -13.5734 0.44
H -33.5030 -1.9164 -13.0824 0.30
C -37.0367 -0.1474 -8.7924 -0.54
C -38.3167 0.4889 -8.3907 -0.54
O -38.1847 1.8316 -8.4085 -0.33
C -37.0850 2.0916 -9.2201 0.45
O -36.6872 3.1980 -9.4122 -0.47
O -36.6865 0.9485 -9.6945 -0.05
H -37.2258 -1.1510 -9.1734 0.37
H -36.3949 -0.0834 -7.9137 0.30
H -38.4510 0.2483 -7.3361 0.33
H -39.1353 0.1123 -9.0041 0.32
C -33.2940 3.1732 -9.5502 0.07
C -33.6103 3.4964 -8.1295 -0.49
O -33.1363 4.8323 -7.9627 -0.33
C -33.4079 5.3857 -9.1631 0.67
O -33.3816 6.6250 -9.3052 -0.62
O -33.3468 4.4952 -10.1074 -0.26
H -34.0031 2.3841 -9.8001 0.01
H -32.2229 2.9717 -9.5654 0.40
H -33.0984 2.8507 -7.4160 0.38
H -34.6311 3.2998 -7.8018 0.11
C -35.7230 1.0930 -12.9410 -0.12
C -34.9609 2.0620 -13.7490 -0.39
C -35.2808 3.4851 -13.1631 1.04
C -34.7100 4.6725 -13.7664 -0.30
N -34.3461 5.6168 -14.3553 -0.71
H -35.6713 0.0628 -13.2935 0.39
H -36.7368 1.4106 -12.6969 -0.04
H -35.3229 1.1545 -11.9290 -0.05
H -35.1266 2.1588 -14.8220 0.10
H -33.9446 1.7852 -13.4687 0.17
H -35.3685 3.5888 -12.0816 0.31
H -36.3321 3.4840 -13.4510 -0.55
C -32.7982 6.3192 -17.6710 -1.17
C -33.0038 6.0537 -19.1197 0.07
C -31.8310 6.3169 -20.0599 -0.65
C -32.1716 6.9330 -21.3548 0.24
N -32.4796 7.4527 -22.3366 -0.44
H -31.7661 6.0052 -17.5148 0.46
H -33.4514 5.8390 -16.9424 0.14
H -32.8167 7.3666 -17.3701 0.28
H -33.8382 6.5863 -19.5760 0.28
H -33.1611 5.0016 -19.3574 0.13
H -31.4113 5.3408 -20.3030 0.29
H -31.0088 6.8872 -19.6276 0.31

(3)
91
Properties=species:S:1:pos:R:3:mulliken_charge:R:1 method="wB97M-V/def2-TZVPD" orbital_gap_ev="6.078 / 4.927" lumo_ev="2.524 / -0.222" charge=-1 s_squared=3.81 multiplicity=4 e_homo_ev="-3.55 / -5.15" e_above_lowest_kcal_mol=107.6
C 2.4526 -2.5850 -5.9790 -1.05
C 2.0520 -1.6517 -7.0676 0.57
H 1.8820 -3.5201 -6.0806 0.29
H 2.2401 -2.0990 -5.0206 -0.27
H 3.5135 -2.8727 -5.9911 0.30
C 2.0105 -2.0532 -8.3544 -0.14
C 2.1764 -3.4658 -8.8543 -1.43
H 1.8283 -1.3519 -9.1687 0.39
H 1.6344 -4.2300 -8.2794 0.31
H 3.2259 -3.7848 -8.8968 0.29
H 1.8125 -3.5121 -9.8907 0.39
V 1.6221 0.4347 -2.7564 0.29
Cl 2.7897 -1.4921 -2.6503 -0.65
Cl 2.3362 2.5322 -2.9952 -0.64
C -1.1393 3.6066 -1.2839 0.15
O -1.8890 2.6873 -0.9261 -0.52
N -1.4291 4.4751 -2.2842 0.21
C -2.7416 4.4192 -2.9029 -0.86
C -0.4166 5.3101 -2.9268 -0.76
H -0.1594 3.7904 -0.8065 0.27
H -3.4510 4.0194 -2.1598 0.22
H -2.7400 3.7584 -3.7861 0.17
H -3.0358 5.4238 -3.2104 0.42
H 0.4262 5.4622 -2.2395 0.28
H -0.8608 6.2725 -3.1874 0.30
H -0.0372 4.8376 -3.8436 0.21
H -0.1022 -4.5200 -1.9767 0.28
H -2.3521 -3.4991 -3.5613 0.34
C -1.0644 -4.7929 -1.5108 -1.00
C -2.9246 -3.5876 -2.6269 -0.90
N -1.9925 -3.6617 -1.5211 0.21
H -0.8840 -5.1387 -0.4854 0.36
C -1.8900 -2.6520 -0.6029 0.40
O -2.3855 -1.5437 -0.7200 -0.57
H -3.5687 -2.7038 -2.5091 0.25
H -1.2984 -2.9756 0.2925 0.07
H -1.5199 -5.5979 -2.1076 0.34
H -3.5033 -4.5155 -2.6830 0.36
O 1.4747 -0.0247 -5.3428 0.28
C 1.9078 -0.1476 -6.6394 -0.30
C 0.2016 0.3080 -8.5810 0.40
C 1.2276 0.7316 -7.7422 -0.50
H -0.2588 -0.6764 -8.4964 1.02
C -0.2856 1.1172 -9.6124 -1.23
H 2.9556 0.2155 -6.7578 0.60
C 1.8287 1.9723 -8.0381 -0.04
H -1.1445 0.7475 -10.2077 0.35
C 0.3317 2.3389 -9.9100 -0.39
C 1.4050 2.7724 -9.1158 -0.82
H 2.6757 2.2413 -7.3831 0.38
H -0.0119 2.9077 -10.7811 0.36
H 1.9206 3.7008 -9.3318 0.41
Si -1.0342 -0.0395 -4.9793 1.75
Cl -0.9163 -2.0402 -4.5146 -0.54
C -1.8962 -0.5261 -6.6163 -1.38
C -0.5049 1.8489 -5.4044 -0.51
C -2.2771 0.6045 -3.7260 -0.68
H -2.0534 0.3564 -7.2645 0.22
H -2.8445 -0.9742 -6.2704 0.44
H -1.3554 -1.3241 -7.1722 0.17
H -2.8761 -0.1743 -3.2543 0.11
H -2.9397 1.2305 -4.3319 0.33
H -1.8784 1.2091 -2.9131 -0.07
H -0.2231 1.8925 -6.4763 0.00
H 0.3482 2.1941 -4.7888 -0.11
H -1.3864 2.5206 -5.2422 0.28
N 0.2948 0.1997 -1.8132 -0.13
S 0.4632 0.1684 1.4352 -0.22
C -0.4629 1.5361 2.0617 0.69
C -1.8150 1.6441 1.7907 -0.02
C -2.5873 2.5425 2.5324 -0.88
C -1.9661 3.3764 3.4607 -0.52
C -0.5744 3.3886 3.5876 -0.49
C 0.1903 2.4794 2.8631 -0.44
C -0.1272 -1.0905 2.5239 0.46
C 0.7736 -1.6445 3.4397 -0.43
C 0.3096 -2.4639 4.4671 -0.48
C -1.0582 -2.7793 4.5370 -0.38
C -1.9463 -2.3273 3.5494 -0.91
C -1.4617 -1.5122 2.5182 -0.07
H -0.3364 -0.1347 -1.0998 -0.15
H -2.2598 0.9443 1.0807 0.26
H -3.6652 2.5230 2.4055 0.43
H -2.5608 4.0449 4.0876 0.34
H -0.0701 4.0456 4.2846 0.37
H 1.2745 2.3669 2.9975 0.37
H 1.8112 -1.3124 3.4064 0.38
H 0.9851 -2.7844 5.2567 0.35
H -1.4466 -3.3322 5.4047 0.33
H -3.0155 -2.5287 3.6333 0.40
H -2.1458 -1.1343 1.7453 0.37

(4)
102
Properties=species:S:1:pos:R:3:mulliken_charge:R:1 method="wB97M-V/def2-TZVPD" orbital_gap_ev=7.657 lumo_ev=0.053 e_homo_ev=-7.60 e_above_lowest_kcal_mol=0.0
Pb 0.2591 0.7049 0.4057 0.82
C 2.0245 0.4773 4.9314 -2.42
C 1.1610 0.4784 3.7061 0.28
N 1.5454 0.0512 2.5584 1.65
N 2.8198 -0.4111 2.4428 -1.40
C 3.0398 -1.0948 1.3375 -0.11
N 4.3145 -1.5277 1.1814 -0.37
S 1.9135 -1.5543 0.1108 -0.45
C -0.2247 0.9985 3.8044 1.08
C -0.7060 1.5787 4.9731 -1.00
C -2.0099 2.0472 5.0020 -0.65
C -2.8000 1.9276 3.8725 -1.20
C -2.2431 1.3396 2.7468 -0.22
N -0.9993 0.8806 2.7202 0.67
H 2.9604 -0.0299 4.7214 0.46
H 1.5212 -0.0230 5.7608 0.50
H 2.2383 1.5027 5.2455 0.34
H 5.0097 -1.2509 1.8524 0.23
H 4.5839 -1.9501 0.3126 0.22
H -0.0710 1.6742 5.8417 0.51
H -2.4010 2.5087 5.8996 0.41
H -3.8180 2.2898 3.8517 0.47
H -2.8008 1.2482 1.8226 0.29
O 4.2278 -0.2775 -4.4731 -0.60
C 3.0844 -0.7858 -4.8801 0.63
O 3.0222 -1.5889 -5.7798 -0.64
C 1.8437 -0.3122 -4.1847 -0.43
C 0.5608 -0.6446 -4.5705 -0.30
Cl 0.0968 -1.6816 -5.8360 -0.13
N -0.3144 -0.0606 -3.7055 1.06
N 0.3595 0.6164 -2.7513 0.69
C 1.6426 0.4812 -3.0243 0.31
C 2.6378 1.1703 -2.1193 0.12
O 3.8190 1.2586 -2.4964 -0.95
O 2.1849 1.6195 -1.0365 -0.06
C -1.7476 -0.0025 -3.6689 0.21
C -2.5462 -0.3072 -4.7659 -1.00
C -3.9276 -0.2350 -4.6486 -0.87
C -4.5251 0.1470 -3.4584 -1.04
C -3.7198 0.4698 -2.3759 -1.03
C -2.3419 0.3957 -2.4772 1.44
H 4.1030 0.3749 -3.7101 0.39
H -2.1192 -0.5837 -5.7127 0.49
H -4.5356 -0.4736 -5.5116 0.40
H -5.6030 0.2040 -3.3804 0.45
H -4.1524 0.7838 -1.4346 0.55
H -1.7376 0.6362 -1.6189 -0.37
C -4.4357 -1.8114 0.4786 -0.79
N -3.5092 -2.7367 -0.1502 0.64
C -4.1399 -3.9494 -0.6340 -1.14
P -1.8784 -2.5649 0.1197 -0.73
O -1.5820 -1.1105 0.2492 -0.12
N -1.2321 -3.4255 -1.1274 0.79
C -0.0176 -4.2229 -1.0319 -1.18
C -1.6356 -3.1599 -2.5010 -1.02
N -1.3669 -3.3633 1.4697 0.63
C -0.7612 -2.6824 2.6001 -0.68
C -1.7638 -4.7343 1.7190 -1.10
H -4.9264 -2.2644 1.3487 0.31
H -5.2120 -1.5217 -0.2347 0.33
H -3.9055 -0.9176 0.7957 -0.07
H -4.6633 -4.4800 0.1700 0.30
H -3.4017 -4.6192 -1.0680 0.36
H -4.8742 -3.7034 -1.4076 0.32
H 0.3380 -4.2622 -0.0070 0.38
H 0.7779 -3.7858 -1.6401 0.24
H -0.2111 -5.2387 -1.3922 0.29
H -2.5271 -2.5362 -2.5295 0.20
H -1.8452 -4.1003 -3.0199 0.39
H -0.8349 -2.6477 -3.0429 0.13
H -0.5398 -1.6533 2.3362 -0.25
H 0.1745 -3.1766 2.8790 0.34
H -1.4322 -2.6885 3.4671 0.28
H -2.6091 -4.7944 2.4142 0.24
H -0.9280 -5.2906 2.1523 0.38
H -2.0448 -5.2296 0.7903 0.34
S 1.0179 3.4567 1.6460 -0.50
C 2.6733 3.1950 1.9906 0.47
N 3.5044 2.6610 1.1105 0.24
C 4.9046 2.3724 1.3816 -0.81
C 5.1084 2.1520 2.8702 -0.16
C 4.5266 3.3328 3.6303 -0.82
N 3.1507 3.5397 3.2019 -0.09
H 3.1009 2.3563 0.2140 0.13
H 5.5290 3.1979 1.0258 0.44
H 5.1725 1.4862 0.8067 0.39
H 6.1700 2.0486 3.0956 0.40
H 4.5894 1.2382 3.1664 -0.06
H 5.1230 4.2338 3.4535 0.33
H 4.5238 3.1413 4.7039 0.44
H 2.4800 3.9682 3.8160 0.31
C -1.2667 3.5136 -3.5443 -0.84
N -0.7820 3.7705 -2.2018 0.04
C 0.5857 4.2533 -2.0388 -0.69
C -1.4282 3.3104 -1.1546 0.56
N -1.9468 2.9141 -0.1952 -0.56
H -1.2332 4.4346 -4.1289 0.39
H -2.2916 3.1505 -3.5051 0.31
H -0.6439 2.7621 -4.0396 0.16
H 0.6773 5.2466 -2.4826 0.32
H 1.2802 3.5687 -2.5270 0.21
H 0.8322 4.2974 -0.9797 0.15

Taking the records one at a time from the top gives E_tot values of -111133.337 -86044.431 -126528.065 -112290.750 eV.